Version one
DFT (ωB97M-V/def2-TZVPD) results for an isolated molecule of C11H19N5O2S.

* 2S+1: 1
* highest occupied orbital energy: -7.71 eV

Each line ends with the Löwdin charge.
Cartesian coordinates (Å):
C1 -2.969 -1.412 -1.987  -0.21
O1 -3.223 -0.636 -0.930  -0.23
C2 -3.374 -1.582 0.213  -0.26
C3 -3.828 -0.882 1.285  -0.20
C4 -2.798 0.317 1.740  -0.11
N1 -2.580 1.289 0.742  -0.25
N2 -3.306 2.122 0.480  -0.02
N3 -2.963 3.025 -0.504  0.02
N4 -1.819 2.556 -0.850  0.01
C5 -1.509 1.265 -0.109  -0.57
S1 -0.240 0.252 -0.173  1.01
C6 0.845 1.059 -1.465  -0.18
C7 2.106 1.417 -0.522  -0.52
O2 2.161 2.696 -0.197  -0.05
N5 3.090 0.757 -0.307  -0.04
C8 2.896 -0.730 -0.375  -0.14
C9 4.198 -1.316 -0.021  -0.06
C10 4.576 -0.198 1.230  -0.11
C11 4.083 1.060 0.729  -0.11
H1 -1.870 -1.871 -1.976  0.11
H2 -2.984 -0.668 -3.043  0.16
H3 -3.745 -2.183 -2.041  0.07
H4 -4.187 -2.430 0.087  0.18
H5 -2.398 -1.800 0.456  0.09
H6 -4.127 -1.449 2.331  0.17
H7 -4.846 -0.282 1.337  0.15
H8 -1.804 -0.177 2.097  0.14
H9 -3.134 0.711 2.729  0.13
H10 1.053 0.366 -2.021  -0.05
H11 0.247 1.896 -1.837  0.09
H12 2.858 -1.029 -1.489  0.16
H13 2.079 -1.108 -0.019  0.03
H14 4.032 -2.237 0.590  0.13
H15 4.936 -1.322 -0.589  0.02
H16 5.646 -0.503 1.439  0.14
H17 4.027 -0.362 2.034  0.05
H18 3.864 1.944 1.041  0.05
H19 5.011 1.446 -0.103  0.21

Version two
DFT (ωB97M-V/def2-TZVPD) results for a structure of composition C11H19N5O2S.

* 2S+1: 1
* highest occupied orbital energy: -8.99 eV

Each line ends with the Löwdin charge.
Cartesian coordinates (Å):
C1 -5.703 -0.377 -1.939  -0.11
C2 -5.927 -1.110 -0.727  -0.39
H1 -7.004 -1.111 -0.653  0.14
H2 -5.588 -2.132 -0.762  0.15
C3 -5.530 -0.526 0.356  -0.37
C4 -4.129 -0.383 0.567  -0.48
N1 -3.400 -1.404 0.988  0.11
N2 -2.036 -1.011 0.613  0.04
C5 -1.792 0.188 0.260  -0.67
N3 -0.458 0.648 0.172  0.12
C6 0.651 0.289 0.395  -0.51
O1 0.817 -0.944 0.638  0.05
C7 1.849 0.912 -0.063  -0.28
O2 1.579 2.310 -0.297  -0.14
N4 3.030 0.572 0.118  0.07
H3 3.045 -0.418 0.647  0.23
C8 4.310 1.104 -0.004  -0.20
H4 4.747 1.476 0.957  0.12
C9 5.260 0.458 -0.976  -0.08
N5 5.304 -0.887 -0.137  -0.26
C10 6.310 -0.895 0.680  -0.28
H5 5.998 -0.025 1.656  0.15
H6 7.351 -0.569 0.415  0.09
H7 6.321 -1.800 1.457  0.12
C11 5.581 -1.837 -1.436  0.03
H8 4.840 -2.047 -1.910  -0.07
H9 5.649 -3.132 -0.649  0.19
H10 6.558 -1.714 -1.788  0.05
H11 6.034 0.818 -1.010  -0.01
H12 4.681 0.140 -1.793  0.11
H13 4.043 2.297 -0.644  0.21
H14 -0.442 1.637 -0.258  0.18
S1 -3.145 1.192 0.072  1.04
H15 -5.903 -1.000 1.387  0.18
H16 -5.990 0.600 0.526  0.18
H17 -6.111 0.837 -1.975  0.17
H18 -4.651 -0.314 -2.346  0.10
H19 -6.187 -0.888 -2.602  0.00

Energy above the most stable structure, in kcal/mol: version one 0.0; version two 50.5

Version one
DFT (ωB97M-V/def2-TZVPD) results for an isolated molecule of C3H5NOS2.

* 2S+1: 1
* highest occupied orbital energy: -8.72 eV

Each line ends with the Löwdin charge.
Cartesian coordinates (Å):
O1 -0.806 1.382 0.881  -0.17
N1 -1.268 1.419 -0.330  -0.11
C1 -1.594 0.300 -0.768  -0.61
S1 -1.217 -1.154 -0.105  0.89
C2 0.477 -1.169 0.876  -0.50
C3 1.498 -0.926 -0.144  -0.74
S2 2.050 0.635 -0.269  0.66
H1 -1.078 2.295 1.306  0.19
H2 -1.798 0.089 -1.783  0.05
H3 0.446 -2.280 1.393  0.13
H4 0.201 -0.164 1.430  0.06
H5 1.946 -1.838 -0.887  0.13

Version two
DFT (ωB97M-V/def2-TZVPD) results for an isolated molecule of C3H5NOS2.

* 2S+1: 1
* highest occupied orbital energy: -8.71 eV

Each line ends with the Löwdin charge.
Cartesian coordinates (Å):
C1 0.043 1.517 -0.333  -0.11
O1 0.832 0.366 -0.155  -0.21
C2 0.000 -0.744 0.125  -0.58
C3 -1.415 -0.680 0.349  -0.60
S1 -2.545 -1.743 -0.289  0.69
N1 0.448 -1.995 0.054  -0.27
S2 2.189 -1.952 -0.175  0.74
H1 0.814 2.316 -0.187  0.10
H2 -0.532 1.901 0.668  0.14
H3 -0.523 1.439 -1.280  0.12
H4 -1.576 0.192 1.122  0.10
H5 2.265 -0.618 0.102  -0.12

Energy above the most stable structure, in kcal/mol: version one 28.9; version two 0.0

Version one
DFT (ωB97M-V/def2-TZVPD) results for an isolated molecule of C3H5NOS2.

* 2S+1: 1
* highest occupied orbital energy: -8.67 eV

Each line ends with the Löwdin charge.
Cartesian coordinates (Å):
S1 0.450 0.127 -3.061  0.71
N1 -0.724 0.193 -1.811  -0.32
C1 -0.383 0.062 -0.594  -0.55
C2 -1.399 0.148 0.554  -0.38
S2 -0.618 -0.728 1.914  0.89
C3 0.962 -0.189 1.248  -0.47
O1 0.887 -0.146 -0.158  -0.13
H1 1.583 -0.106 -2.308  -0.13
H2 -2.300 -0.404 0.284  0.09
H3 -1.526 1.153 0.904  0.07
H4 1.805 -0.900 1.461  0.11
H5 1.260 0.793 1.566  0.09

Version two
DFT (ωB97M-V/def2-TZVPD) results for a cluster of 2 separate species, C3H5NOS2 in total.

* 2S+1: 1
* highest occupied orbital energy (alpha / beta): -7.94 / -7.94 eV

Each line ends with the Löwdin charge.
Cartesian coordinates (Å):
C1 2.417 -0.254 -0.402  0.07
C2 1.427 -0.351 0.419  -0.19
N1 0.382 -0.860 0.852  -0.48
S1 -0.674 -1.811 0.028  0.56
H1 2.494 0.509 -1.158  0.08
H2 3.052 -1.170 -0.587  0.11
H3 0.030 -0.652 1.743  0.09
O1 -0.508 1.403 -0.244  -0.11
C3 -1.495 0.779 -0.567  -0.89
S2 -2.971 0.784 0.244  0.82
H4 -1.559 0.178 -1.603  0.09
H5 -2.595 1.445 1.274  -0.15

Energy above the most stable structure, in kcal/mol: version one 0.0; version two 68.7

Version one
DFT (ωB97M-V/def2-TZVPD) results for an isolated molecule of C3H5NOS2.

* 2S+1: 1
* highest occupied orbital energy: -8.84 eV

Each line ends with the Löwdin charge.
Cartesian coordinates (Å):
C1 1.111 -0.888 1.489  -0.09
O1 0.350 0.322 1.432  -0.12
C2 -0.312 0.754 0.367  -0.80
S1 -1.238 2.101 0.686  0.78
C3 -0.327 0.166 -0.925  -0.82
N1 -1.313 0.563 -1.768  0.05
S2 0.731 -1.020 -1.505  0.71
H1 1.242 -1.200 2.490  0.09
H2 2.071 -0.789 1.219  0.04
H3 0.756 -1.645 0.800  0.03
H4 -1.971 1.217 -1.513  0.02
H5 -1.100 0.419 -2.773  0.12

Version two
DFT (ωB97M-V/def2-TZVPD) results for an isolated molecule of C3H5NOS2.

* 2S+1: 1
* highest occupied orbital energy (alpha / beta): -8.81 / -8.63 eV

Each line ends with the Löwdin charge.
Cartesian coordinates (Å):
C1 -0.050 -0.432 0.570  -0.57
C2 1.243 -0.817 -0.205  -0.66
C3 -1.508 1.960 0.070  -0.38
N1 -0.335 2.457 0.130  -0.12
O1 0.869 2.220 0.144  -0.16
S1 -1.517 0.198 -0.277  0.87
S2 2.536 0.451 -0.193  0.70
H1 -0.418 -1.160 1.321  0.08
H2 0.309 0.469 1.172  0.06
H3 1.538 -1.687 0.289  0.03
H4 0.963 -1.176 -1.315  0.11
H5 -2.283 2.459 0.456  0.04

Energy above the most stable structure, in kcal/mol: version one 0.0; version two 85.3

Version one
DFT (ωB97M-V/def2-TZVPD) results for a structure of composition C6H13N2S.

* 2S+1: 1
* net charge: +1
* highest occupied orbital energy: -13.23 eV

Each line ends with the Löwdin charge.
Cartesian coordinates (Å):
C1 -2.269 2.941 1.181  0.01
C2 -1.184 3.492 1.226  -0.01
C3 1.817 -0.049 0.202  -0.11
C4 1.473 0.839 -0.969  -0.19
C5 0.251 -0.056 0.415  -0.35
C6 -0.472 -1.421 0.690  -0.38
N1 -1.053 -2.406 -1.488  0.07
N2 0.008 0.697 -0.832  0.04
S1 0.297 -2.740 1.264  1.04
H1 -3.131 2.373 1.127  0.00
H2 -0.282 4.115 1.305  0.04
H3 2.071 -1.120 -0.047  0.10
H4 2.299 0.337 1.100  0.12
H5 1.924 1.926 -0.820  0.17
H6 1.945 0.407 -1.787  0.08
H7 -0.033 0.435 1.351  0.14
H8 -1.534 -1.425 0.449  0.08
H9 -0.458 -3.130 -1.082  0.01
H10 -0.766 -2.016 -2.438  0.11
H11 -0.417 1.601 -0.729  0.08
H12 -1.957 -2.677 -1.479  0.00
H13 1.471 -2.121 1.361  -0.07

Version two
DFT (ωB97M-V/def2-TZVPD) results for a structure of composition C6H13N2S.

* 2S+1: 1
* net charge: +1
* highest occupied orbital energy: -12.84 eV

Each line ends with the Löwdin charge.
Cartesian coordinates (Å):
C1 -1.164 -0.534 1.619  -0.15
C2 -1.465 0.742 1.428  -0.07
C3 0.372 0.535 -0.050  -0.40
C4 -0.679 -2.014 -0.088  -0.09
C5 -1.696 1.650 -0.778  0.01
C6 3.226 -0.228 0.058  -0.32
N1 -0.174 -0.987 0.833  -0.08
N2 -0.783 1.352 0.335  -0.17
S1 1.975 1.017 0.657  0.89
H1 -1.646 -1.092 2.410  0.15
H2 -2.212 1.327 1.996  0.15
H3 0.324 0.218 -1.069  0.10
H4 0.023 -2.394 -0.953  0.13
H5 -1.139 -2.848 0.372  0.07
H6 -1.522 -1.532 -0.696  0.09
H7 -1.156 1.702 -1.772  0.13
H8 -2.456 0.842 -0.825  0.12
H9 -2.262 2.585 -0.627  0.12
H10 4.117 0.328 -0.060  0.01
H11 3.006 -0.690 -0.954  0.08
H12 3.395 -0.899 0.917  0.05
H13 -0.442 2.274 0.477  0.15

Energy above the most stable structure, in kcal/mol: version one 53.1; version two 0.0